1.
# C3H12NO2

A 3-piece molecular cluster, C3H12NO2 overall (ωB97M-V/def2-TZVPD, the Open Molecules 2025 dataset).

Properties
- E_tot: -326.46902 a.u.
- HOMO-LUMO gap: 8.613 eV
- HOMO level: -13.2544 eV
- Net charge: +1

The geometry in XYZ format:
```
18
C3H12NO2 (ωB97M-V/def2-TZVPD)
C 0.2120 1.6354 -1.0592
C -0.9011 1.0346 -1.9030
C -1.7764 -1.2448 -1.3586
N -0.8801 -0.4392 -1.7395
H 1.2005 1.3955 -1.4413
H 0.0237 1.4036 -0.0124
H 0.1243 2.7204 -1.1521
H -0.7582 1.2387 -2.9647
H -1.9048 1.3494 -1.6253
H -1.4450 -2.2685 -1.2299
H -2.8195 -0.9975 -1.2113
H 0.0739 -0.7958 -1.7359
H 0.6868 -0.4965 7.5339
H 1.2281 0.2488 6.3403
O 0.4065 0.1457 6.8659
H 2.5653 -0.9544 -1.1226
H 2.1417 -2.4244 -1.0330
O 1.8223 -1.5510 -1.1514
```

Results of the Mulliken charge analysis, in e, for atoms 1 through 6:
1 C -1.106
2 C -0.319
3 C -0.060
4 N 0.108
5 H 0.341
6 H 0.346

2.
# C3H12NO2

A 3-piece molecular cluster, C3H12NO2 overall (ωB97M-V/def2-TZVPD, the Open Molecules 2025 dataset).

Properties
- E_tot: -326.36201 a.u.
- HOMO-LUMO gap: 8.319 eV
- HOMO level: -12.9531 eV
- Net charge: +1

The geometry in XYZ format:
```
18
C3H12NO2 (ωB97M-V/def2-TZVPD)
C 0.2097 2.4038 -0.0666
C 0.1495 1.5569 1.1880
C -0.7671 1.3487 2.1169
N 1.1738 0.3796 0.9973
H 1.2105 2.3543 -0.4900
H -0.2559 1.7929 -0.8340
H -0.2334 3.3859 0.0417
H -1.4300 0.4725 2.0969
H -1.0204 1.8427 3.0752
H 1.5370 -0.1235 1.8139
H 2.0009 0.4771 0.4105
H 0.5374 -0.3941 0.7052
H 0.2038 -2.5699 -0.9569
H 1.0107 -1.2962 -1.2760
O 0.5892 -1.7834 -0.5635
H -2.2561 -2.4654 -2.9143
H -0.9127 -3.2117 -3.1196
O -1.3663 -2.5684 -2.5769
```

Results of the Mulliken charge analysis, in e, for atoms 1 through 6:
1 C -1.056
2 C 0.631
3 C -0.789
4 N -0.374
5 H 0.329
6 H 0.336

3.
# C3H12NO2

A 3-piece molecular cluster, C3H12NO2 overall (ωB97M-V/def2-TZVPD, the Open Molecules 2025 dataset).

Properties
- E_tot: -326.43933 a.u.
- HOMO-LUMO gap: 10.270 eV
- HOMO level: -13.7009 eV
- Net charge: +1

The geometry in XYZ format:
```
18
C3H12NO2 (ωB97M-V/def2-TZVPD)
C -0.1894 1.1178 -3.1903
C 0.1069 0.2618 -1.9637
C 0.7767 0.6483 -0.8263
N 0.0827 0.3685 0.4895
H -1.1207 1.7528 -3.0820
H 0.7067 1.7473 -3.2014
H -0.3161 0.5044 -4.0793
H -0.4566 -0.6356 -1.9340
H 1.2964 1.6177 -0.6740
H 0.8235 0.0833 1.1943
H -0.5692 1.1705 0.7811
H -0.5328 -0.5106 0.5870
H -2.8869 -1.9743 1.6295
H -2.0795 -1.5957 2.7447
O -2.2552 -1.2599 1.8907
H 2.1247 -1.5195 2.3665
H 2.3128 -0.0400 2.8133
O 1.7495 -0.6585 2.2730
```

Results of the Mulliken charge analysis, in e, for atoms 1 through 6:
1 C -0.950
2 C -0.012
3 C -0.338
4 N -0.323
5 H 0.260
6 H 0.310

4.
# C3H12NO2

A 3-piece molecular cluster, C3H12NO2 overall (ωB97M-V/def2-TZVPD, the Open Molecules 2025 dataset).

Properties
- 2S+1: 2
- E_tot: -325.95223 a.u.
- HOMO-LUMO gap (alpha / beta): 9.224 / 5.351 eV
- HOMO level (alpha / beta): -19.1977 / -19.1967 eV
- Net charge: +2

The geometry in XYZ format:
```
18
C3H12NO2 (ωB97M-V/def2-TZVPD)
C -2.3646 0.1822 -1.5113
C -1.1617 0.0856 -0.6789
C 0.1008 0.2483 -1.2239
N 1.2976 0.2147 -0.3885
H -3.0814 -0.6347 -1.3791
H -2.7703 1.1920 -1.2487
H -2.3175 0.0482 -2.6078
H -1.5404 0.0701 0.3487
H 0.1658 0.6178 -2.2374
H 0.9645 0.3923 0.5742
H 1.6362 -0.7758 -0.3034
H 2.0119 0.9023 -0.6551
H 0.5973 -3.0170 0.7652
H 1.7103 -2.4977 1.6413
O 1.3298 -2.4127 0.7427
H 1.7477 1.6584 3.1603
H 0.5034 2.1929 2.6032
O 1.1707 1.5331 2.3986
```

Results of the Mulliken charge analysis, in e, for atoms 1 through 6:
1 C -1.215
2 C 0.227
3 C -0.126
4 N -0.068
5 H 0.404
6 H 0.380

5.
# C3H12NO3

A 3-piece molecular cluster, C3H12NO3 overall (ωB97M-V/def2-TZVPD, the Open Molecules 2025 dataset).

Properties
- E_tot: -401.97234 a.u.
- HOMO-LUMO gap: 7.805 eV
- HOMO level: -3.9194 eV
- Net charge: -1

The geometry in XYZ format:
```
19
C3H12NO3 (ωB97M-V/def2-TZVPD)
C -0.9212 0.9065 -0.6554
N 0.5083 0.5541 -0.7027
C 1.1204 0.3938 0.6253
O 1.0118 -0.9119 1.0606
C -1.2393 1.7706 -1.8762
H -1.2448 1.3575 0.3203
H -1.4669 -0.0676 -0.7214
H 0.6222 -0.3201 -1.2016
H 2.2529 0.6582 0.5189
H 0.8061 1.0092 1.4662
H -1.3994 2.8252 -1.7028
H -0.5198 1.8267 -2.6958
H -2.1118 1.2658 -2.2909
H 0.6399 -0.9038 2.6237
H -0.6532 -1.3856 2.7160
O -0.1372 -0.8167 3.3030
H 1.2248 -2.0527 0.0224
H 0.2951 -3.1674 -0.2984
O 1.2123 -2.9417 -0.5111
```

Results of the Mulliken charge analysis, in e, for atoms 1 through 6:
1 C -0.279
2 N -0.366
3 C -0.258
4 O -0.999
5 C -1.097
6 H 0.338

6.
# C3H12NO3

A 3-piece molecular cluster, C3H12NO3 overall (ωB97M-V/def2-TZVPD, the Open Molecules 2025 dataset).

Properties
- 2S+1: 2
- E_tot: -401.86132 a.u.
- HOMO-LUMO gap (alpha / beta): 10.712 / 6.613 eV
- HOMO level (alpha / beta): -10.0684 / -9.6208 eV

The geometry in XYZ format:
```
19
C3H12NO3 (ωB97M-V/def2-TZVPD)
C -1.0546 0.7095 -0.8767
N 0.3677 0.4621 -0.6861
C 0.8439 0.4489 0.6543
O 1.1838 -0.7513 1.1305
C -1.3363 1.3540 -2.2115
H -1.3480 1.4084 -0.1032
H -1.5834 -0.2270 -0.6682
H 0.7253 -0.3100 -1.2384
H 1.6933 1.1699 0.6096
H 0.1290 0.8557 1.3941
H -0.7515 2.2655 -2.3548
H -0.8635 0.7357 -2.9916
H -2.3782 1.4252 -2.5185
H 0.3663 -1.0810 2.9025
H -0.3194 -0.2124 3.9787
O -0.0730 -1.1181 3.7671
H 1.3198 -1.6712 -0.0276
H 1.8924 -2.9779 -0.1551
O 1.1862 -2.4860 -0.6048
```

Results of the Mulliken charge analysis, in e, for atoms 1 through 6:
1 C -0.320
2 N -0.283
3 C -0.060
4 O -0.563
5 C -1.212
6 H 0.320

7.
# C3H12NO3

A 3-piece molecular cluster, C3H12NO3 overall (ωB97M-V/def2-TZVPD, the Open Molecules 2025 dataset).

Properties
- 2S+1: 2
- E_tot: -401.80650 a.u.
- HOMO-LUMO gap (alpha / beta): 3.307 / 7.518 eV
- HOMO level (alpha / beta): -3.3883 / -7.6989 eV

The geometry in XYZ format:
```
19
C3H12NO3 (ωB97M-V/def2-TZVPD)
C 0.1637 -0.3425 -0.5638
C 1.5637 -1.0045 -0.3303
C 2.2239 -0.4452 0.8919
O 1.7656 0.2574 1.8073
N -0.9408 -1.0444 -1.2810
H 0.1942 0.7058 -1.1191
H -0.1391 0.1314 0.4464
H 2.2610 -1.0004 -1.2442
H 1.4736 -2.1439 -0.3091
H 3.2870 -0.6763 0.9871
H -1.8696 -0.7421 -0.9318
H -0.9805 -2.0257 -0.7901
H -0.8541 -1.0941 -2.2751
H -0.1174 2.7839 1.7935
H 0.6573 1.4920 1.5210
O -0.2122 2.0379 1.2744
H -3.6178 0.8803 -0.0292
H -2.2460 1.4665 0.3148
O -2.6125 0.7639 -0.1628
```

Results of the Mulliken charge analysis, in e, for atoms 1 through 6:
1 C -0.687
2 C -0.406
3 C -0.403
4 O -0.788
5 N -0.275
6 H 0.324

8.
# C3H12NO4

A 3-piece molecular cluster, C3H12NO4 overall (ωB97M-V/def2-TZVPD, the Open Molecules 2025 dataset).

Properties
- 2S+1: 2
- E_tot: -477.04920 a.u.
- HOMO-LUMO gap (alpha / beta): 10.282 / 4.359 eV
- HOMO level (alpha / beta): -9.7547 / -9.3078 eV

The geometry in XYZ format:
```
20
C3H12NO4 (ωB97M-V/def2-TZVPD)
C -0.4045 1.6314 0.9665
O -1.3430 1.8500 -0.0673
C 0.3393 0.3206 0.8911
C -0.5105 -0.9294 0.5710
O 0.2437 -2.1009 0.5891
N 0.8998 0.1371 2.1482
H 0.3552 2.4613 1.0045
H -0.8489 1.7515 1.9753
H 1.0947 0.4866 0.2070
H -0.9819 -0.8812 -0.4195
H -1.2921 -1.0276 1.4033
H 0.5287 -2.0415 -0.3527
H 1.3706 -0.8078 2.0527
H 0.1409 -0.0653 2.8522
H -1.1089 1.3802 -0.9271
H -0.1669 0.9169 -3.2126
O -0.3000 0.7668 -2.2500
H 0.2593 -0.2401 -2.1007
H 1.7846 -1.2351 -2.3085
O 0.9018 -1.4901 -1.9946
```

Results of the Mulliken charge analysis, in e, for atoms 1 through 6:
1 C -0.513
2 O -0.552
3 C 0.173
4 C -0.814
5 O -0.471
6 N -0.694

Relative energy (zero: lowest compared OMol25 entry of this formula, charge and spin) across the listed records, respectively: 1.1995, 4.1114, 2.0075, 1.1940, 1.1787, 0.2636, 1.7553, 2.2899 eV.